# 1
A 2-piece molecular cluster, C4H13N3 overall in a non-equilibrium geometry. Source: the Open Molecules 2025 dataset; level of theory: ωB97M-V/def2-TZVPD.

CARTESIAN COORDINATES (ANGSTROEM)
1 N 0.6288 -0.6662 -1.3455
2 N -1.9175 -1.2612 -2.6342
3 N 2.2072 0.0313 1.2241
4 C -0.7067 1.4610 1.7245
5 C 0.3405 0.3372 -0.4615
6 C -0.2270 0.1516 2.0907
7 C 0.7496 0.0819 0.8637
8 H 2.4920 -0.9237 1.4988
9 H -1.5438 -0.8892 -3.5050
10 H 2.2052 0.5360 2.1118
11 H -2.3328 -0.4200 -2.2427
12 H -2.6188 -1.9458 -2.8906
13 H 0.1324 0.1793 3.1265
14 H -0.9449 -0.6170 1.9004
15 H -0.0141 1.2418 -0.9668
16 H -1.7519 1.6231 1.4743
17 H -0.3405 -1.0537 -1.6531
18 H 2.7293 0.2372 0.3722
19 H -0.0493 2.3143 1.5945
20 H 0.9621 -0.4178 -2.2821

Maximum force in hartree/bohr: 0.066
Charge: +2
E_HOMO in hartree: -0.6442
Orbital gap in eV: 6.5142
E_tot in eV: -8805.707

=====

# 2
A 2-piece molecular cluster, C13H17FN4O3P overall in a non-equilibrium geometry. Source: the Open Molecules 2025 dataset; level of theory: ωB97M-V/def2-TZVPD.

CARTESIAN COORDINATES (ANGSTROEM)
1 P 0.7801 -4.2267 1.3873
2 F 0.7189 5.7025 -0.3668
3 O 1.3460 -5.8264 1.6307
4 O 0.4380 -3.5841 2.9273
5 O -0.5097 -4.3401 0.5663
6 N 1.1592 0.3036 -0.7532
7 N 0.5599 -1.9920 -1.0070
8 N 1.5665 -1.9623 -0.0945
9 N -0.6622 -0.4855 -2.3359
10 C -0.6775 3.7052 2.9380
11 C -1.2693 -2.4745 -3.8035
12 C -0.8526 5.0827 2.8337
13 C -0.5095 -1.2845 -3.5919
14 C -0.0310 3.0043 1.9249
15 C 2.1047 -3.1981 0.5079
16 C 0.2625 5.0507 0.7126
17 C 0.2981 -0.6349 -1.4061
18 C 1.9334 -0.5974 0.0660
19 C -0.3752 5.7603 1.7171
20 C -2.3446 0.9958 -1.0631
21 C 0.4372 3.6794 0.8026
22 C -1.8338 0.3966 -2.2392
23 H -1.0465 3.1785 3.8116
24 H -2.4030 -2.5015 -3.9543
25 H -0.7128 -3.4559 -3.8932
26 H 3.0149 -2.9924 1.1523
27 H -3.4384 0.7803 -0.8097
28 H 0.1792 -0.9346 -4.4358
29 H 0.0899 -2.8361 -1.3593
30 H 0.9352 3.1482 -0.0001
31 H 2.4797 -3.8485 -0.3624
32 H -0.4950 6.8329 1.6224
33 H 0.1085 1.9316 2.0091
34 H 2.7827 -0.3102 0.7606
35 H 1.9208 -6.0210 0.8523
36 H -2.3904 0.6052 -3.2146
37 H -0.4021 -3.9942 3.2278
38 H -1.3599 5.6270 3.6221
39 H -1.8017 1.7163 -0.3821

Maximum force in hartree/bohr: 0.117
Charge: +1
E_HOMO in hartree: -0.4109
Orbital gap in eV: 6.8411
E_tot in eV: -37853.250

=====

Question: The lowest E_HOMO belongs to which entry?
Answer: C4H13N3